Entry 1:
Density functional theory data (ωB97M-V/def2-TZVPD) for a cluster of 6 separate species, C14H28Br2N2O5 in total in a non-equilibrium geometry.

Values from the calculation:
**Kohn-Sham gap**: 3.5 eV
**E**: -6183.72682 Ha
**Energy above the lowest of the compared OMol25 structures with the same formula, charge and spin**: 0.0 kcal per mole
**Strongest force on any atom**: 1.8 eV/Å
**Lowest unoccupied orbital energy**: 3.6 eV

Structure (ORCA input):
```
! wB97M-V def2-TZVPD RIJCOSX def2/J DEFGRID3
* xyz -2 1
N 10.200 1.185 -1.246
H 10.384 2.160 -1.030
H 9.588 1.153 -2.103
H 9.933 0.579 -0.425
H 11.130 0.825 -1.546
C 7.049 1.828 -2.062
C 7.361 1.251 -3.459
O 8.666 0.927 -3.703
H 7.472 1.227 -1.254
H 5.956 1.804 -1.950
H 7.382 2.861 -1.889
H 6.777 1.866 -4.182
H 6.734 0.330 -3.412
C 9.354 1.018 2.601
C 9.883 -0.345 2.162
O 9.871 -0.684 0.839
H 9.877 1.740 1.958
H 9.570 1.244 3.651
H 8.286 1.202 2.432
H 9.328 -1.108 2.755
H 10.881 -0.401 2.652
C 13.448 0.869 -3.316
C 12.985 -0.601 -3.254
O 11.940 -0.888 -2.438
H 13.448 1.405 -2.361
H 12.816 1.442 -4.003
H 14.498 0.894 -3.646
H 13.892 -1.216 -3.030
H 12.773 -0.905 -4.306
Br 10.533 3.864 -2.775
C 10.819 4.044 -4.761
C 9.494 3.727 -5.430
Br 9.844 3.918 -7.361
H 11.528 3.245 -4.966
H 11.355 4.968 -4.953
H 8.616 4.235 -5.042
H 9.273 2.663 -5.303
C 14.238 7.419 0.631
C 14.725 6.271 1.194
C 14.017 5.052 1.061
C 12.835 5.075 0.360
C 12.293 6.250 -0.159
C 12.998 7.417 -0.037
N 12.012 3.878 0.358
O 10.804 4.001 0.475
O 12.573 2.841 0.064
H 14.845 8.308 0.755
H 15.712 6.201 1.633
H 14.397 4.147 1.511
H 11.304 6.312 -0.588
H 12.598 8.349 -0.413
*
```

=====

Entry 2:
Density functional theory data (ωB97M-V/def2-TZVPD) for a cluster of 7 separate species, C14H28Br6O8 in total in a non-equilibrium geometry.

Values from the calculation:
**Kohn-Sham gap**: 9.7 eV
**E**: -16596.26624 Ha
**Strongest force on any atom**: 6.9 eV/Å
**Lowest unoccupied orbital energy**: -0.1 eV

Structure (ORCA input):
```
! wB97M-V def2-TZVPD RIJCOSX def2/J DEFGRID3
* xyz 0 1
C -1.531 -4.073 1.457
C -1.701 -2.730 2.140
C -3.033 -1.988 1.963
O -3.764 -2.278 3.126
C -2.879 -2.867 4.014
O -3.252 -3.228 5.127
O -1.728 -2.972 3.529
H -0.570 -4.448 1.811
H -1.305 -3.991 0.394
H -2.318 -4.817 1.584
H -0.829 -2.122 1.898
H -3.623 -2.187 1.069
H -2.857 -0.916 2.047
C 4.563 1.625 1.451
C 3.071 1.863 1.644
C 2.617 3.342 1.925
O 1.478 3.452 1.070
C 1.441 2.466 0.179
O 0.698 2.476 -0.779
O 2.366 1.568 0.439
H 4.924 0.598 1.389
H 5.227 2.050 2.204
H 4.859 2.117 0.524
H 2.649 1.220 2.416
H 3.436 4.051 1.804
H 2.285 3.353 2.964
Br 1.776 0.535 -3.161
C 1.748 -0.691 -4.706
C 2.993 -1.339 -4.991
Br 3.499 -2.475 -3.539
H 1.387 -0.147 -5.578
H 1.015 -1.416 -4.351
H 3.789 -0.644 -5.261
H 2.963 -1.982 -5.871
Br -1.053 3.611 -3.604
C -1.494 1.817 -4.215
C -1.775 0.924 -2.980
Br -1.978 -0.951 -3.603
H -0.608 1.413 -4.705
H -2.341 1.762 -4.898
H -2.651 1.191 -2.389
H -0.995 1.058 -2.230
Br -3.140 3.007 -0.328
C -2.267 2.022 1.162
C -3.225 2.117 2.308
Br -2.344 1.256 3.893
H -1.261 2.424 1.279
H -2.058 0.987 0.891
H -4.171 1.659 2.020
H -3.456 3.126 2.650
O 1.593 -2.668 1.462
H 1.634 -2.411 2.383
H 1.808 -3.601 1.463
O -0.239 -0.624 -0.064
H 0.369 -0.120 -0.605
H 0.252 -1.408 0.181
*
```

=====

Entry 3:
Density functional theory data (ωB97M-V/def2-TZVPD) for a structure of composition C14H28Cl2NOP2Ru in a non-equilibrium geometry.

Values from the calculation:
**Kohn-Sham gap (alpha / beta)**: 8.0 / 4.8 eV
**E**: -2377.06845 Ha
**Energy above the lowest of the compared OMol25 structures with the same formula, charge and spin**: 28.0 kcal per mole
**Strongest force on any atom**: 4.1 eV/Å
**Lowest unoccupied orbital energy (alpha / beta)**: -10.4 / -13.5 eV

Structure (ORCA input):
```
! wB97M-V def2-TZVPD RIJCOSX def2/J DEFGRID3
* xyz 3 5
C 1.185 -0.134 -6.375
C 0.921 -0.003 -4.912
H 2.269 -0.077 -6.535
H 0.667 0.663 -6.923
H 0.800 -1.105 -6.715
O 1.743 0.071 -4.025
Cl -0.841 0.024 -4.534
Ru -1.330 -0.046 -0.579
P -0.192 1.769 -0.873
C 1.041 2.567 0.206
C 0.032 2.526 -2.491
H 0.060 3.619 -2.409
H -2.255 3.018 -0.981
H -0.793 2.205 -3.137
H -2.499 1.523 -0.014
H 2.041 2.263 -0.133
H 0.971 2.130 -2.901
C -1.806 2.373 -0.221
H 0.950 3.660 0.139
H -1.612 2.919 0.704
H 0.899 2.240 1.245
P -0.010 -1.763 -0.643
C 1.330 -2.361 0.435
C -1.559 -2.497 0.024
H -0.383 -2.073 -3.005
H 0.096 -3.611 -2.198
H 1.317 -2.318 -2.551
C 0.281 -2.530 -2.258
H -2.380 -1.744 0.029
H -1.833 -3.323 -0.637
H 1.374 -3.458 0.411
H 1.180 -2.037 1.471
H -1.371 -2.848 1.042
H 2.276 -1.949 0.060
Cl -2.982 -0.278 -2.096
N 0.220 0.254 2.115
C 0.089 0.106 3.477
C 1.249 -0.072 4.269
C 1.140 -0.154 5.657
C -0.117 -0.050 6.274
C -1.267 0.128 5.495
C -1.183 0.196 4.097
H 1.116 0.043 1.691
H -0.587 0.117 1.472
H 2.225 -0.142 3.777
H 2.040 -0.291 6.252
H -0.202 -0.104 7.359
H -2.244 0.223 5.967
H -2.067 0.331 3.478
*
```

=====

Entry 4:
Density functional theory data (ωB97M-V/def2-TZVPD) for a cluster of 2 separate species, C14H28ClFN5O6PS2 in total in a non-equilibrium geometry.

Values from the calculation:
**Kohn-Sham gap**: 6.5 eV
**E**: -2973.21668 Ha
**Strongest force on any atom**: 1.9 eV/Å
**Lowest unoccupied orbital energy**: -0.8 eV

Structure (ORCA input):
```
! wB97M-V def2-TZVPD RIJCOSX def2/J DEFGRID3
* xyz 0 1
C 1.229 -1.677 3.820
C 2.405 -1.116 3.036
O 1.992 0.068 2.357
C 2.873 0.516 1.393
N 2.503 -0.037 0.056
C 1.231 0.053 -0.387
N 0.342 0.842 0.248
S 0.730 2.534 0.393
C -1.079 0.565 -0.024
Cl -1.455 -0.964 0.798
C -1.430 0.541 -1.541
S -1.601 2.330 -2.041
N -2.674 -0.134 -1.895
C -2.754 -1.473 -2.406
C -3.930 0.508 -1.505
C -4.342 0.424 -0.091
O -4.556 1.079 -2.351
C -0.191 -0.012 -2.278
N 0.826 -0.684 -1.460
C 0.624 -2.150 -1.300
C 1.347 -3.000 -2.329
F 0.998 -2.507 -0.027
P 3.797 -0.774 -0.776
N 4.003 -2.275 -0.527
O 3.465 -0.326 -2.261
O 4.995 0.190 -0.336
H 0.346 -1.061 3.687
H 1.473 -1.757 4.875
H 0.991 -2.678 3.472
H 3.238 -0.880 3.702
H 2.762 -1.850 2.310
H 3.887 0.198 1.605
H 2.843 1.598 1.359
H 0.503 2.620 1.711
H -1.649 1.351 0.483
H -1.070 2.157 -3.254
H -3.775 -1.647 -2.739
H -2.121 -1.639 -3.278
H -2.538 -2.254 -1.668
H -4.285 -0.592 0.285
H -3.626 1.018 0.486
H -5.350 0.802 0.022
H -0.451 -0.676 -3.097
H 0.334 0.814 -2.742
H -0.445 -2.341 -1.369
H 2.146 -3.563 -1.865
H 1.719 -2.389 -3.146
H 0.643 -3.707 -2.762
H 4.881 -2.537 -0.103
H 4.219 -0.566 -2.818
H 5.825 -0.300 -0.338
C -2.536 4.434 2.637
C -3.235 3.208 2.022
O -2.569 2.545 1.164
O -4.381 2.963 2.407
H -1.531 4.569 2.234
H -3.123 5.329 2.432
H -2.475 4.312 3.719
*
```

=====

Entry 5:
Density functional theory data (ωB97M-V/def2-TZVPD) for a cluster of 3 separate species, C14H28ClN6O3 in total.

Values from the calculation:
**Kohn-Sham gap**: 8.2 eV
**E**: -1564.50378 Ha
**Strongest force on any atom**: 0.8 eV/Å
**Lowest unoccupied orbital energy**: -3.3 eV

Structure (ORCA input):
```
! wB97M-V def2-TZVPD RIJCOSX def2/J DEFGRID3
* xyz 1 1
N 1.837 0.517 2.997
C 1.630 1.667 2.503
C 0.893 1.810 1.209
C -0.647 1.762 1.298
C -1.265 3.067 0.850
N -2.737 2.995 0.874
C -3.347 2.212 1.795
N -4.647 2.370 1.943
N -2.706 1.271 2.563
C -3.080 -0.144 2.314
C -3.261 -0.570 0.861
O -2.435 -1.157 0.259
Cl -4.807 -0.196 0.088
C -1.243 1.476 2.666
H 2.355 0.586 3.870
H 1.995 2.567 2.998
H 1.189 0.988 0.567
H 1.172 2.750 0.741
H -0.989 0.997 0.602
H -0.943 3.318 -0.156
H -0.952 3.878 1.506
H -3.163 2.880 -0.038
H -5.208 1.716 2.461
H -5.116 3.143 1.501
H -3.964 -0.419 2.886
H -2.254 -0.751 2.662
H -1.088 2.350 3.300
H -0.793 0.640 3.186
C -0.474 -0.311 -3.376
C 0.357 0.882 -2.982
O -0.136 1.888 -2.479
N 1.691 0.801 -3.195
C 2.443 -0.312 -3.753
H -1.515 -0.105 -3.144
H -0.384 -0.508 -4.444
H -0.147 -1.193 -2.822
H 2.195 1.632 -2.927
H 3.186 -0.660 -3.034
H 2.959 0.002 -4.661
H 1.784 -1.139 -3.987
C 1.467 -2.788 -0.002
C 1.856 -3.311 -1.367
O 1.139 -3.154 -2.345
N 3.036 -3.967 -1.471
C 4.008 -4.248 -0.428
H 0.503 -2.295 -0.090
H 1.381 -3.604 0.716
H 2.201 -2.070 0.366
H 3.234 -4.293 -2.404
H 4.970 -3.799 -0.677
H 4.147 -5.324 -0.322
H 3.673 -3.847 0.522
*
```